The following is a DFT calculation (ωB97M-V/def2-TZVPD) of a 2-piece molecular cluster, C9H14O overall at a distorted geometry.

## Properties
Maximum force   2.55 eV/Å
HOMO energy   -8.370 eV
E_tot   -11606.5899 eV
Gap between HOMO and LUMO   9.21 eV
SMILES string   Cc1ccc(O)cc1.CC
LUMO level   0.8361 eV

The geometry in ORCA input format:
```
! wB97M-V def2-TZVPD RIJCOSX def2/J DEFGRID3
* xyz 0 1
C -0.8108 1.7379 2.1365
C 1.2679 -1.3857 2.3443
C 0.6797 -2.1033 1.3077
C 0.7417 -0.1370 2.6073
C -0.3114 0.3423 1.8338
C -0.3480 -1.6382 0.4960
C -0.9092 -0.3860 0.8304
O 1.3838 -3.2669 1.0296
H 2.0482 -1.8835 2.9017
H 1.0447 0.5321 3.4057
H -0.6194 -2.2347 -0.3592
H 1.1415 -3.5928 0.1574
H -1.8487 1.9155 1.8223
H -0.4799 2.5224 1.4325
H -1.7737 -0.0109 0.3054
H -0.7071 2.0050 3.1755
C -0.2404 1.6462 -3.4191
C 0.1269 0.2355 -2.9575
H -1.2457 1.9527 -3.1248
H 0.4462 2.4712 -3.1821
H -0.0492 1.7500 -4.4966
H 1.1196 -0.2055 -2.8601
H -0.4509 -0.5292 -3.4772
H -0.2059 0.2628 -1.9095
*
```

The following is a DFT calculation (ωB97M-V/def2-TZVPD) of C9H14O in the gas phase at a distorted geometry.

## Properties
Maximum force   4.49 eV/Å
HOMO energy   -8.937 eV
E_tot   -11604.4915 eV
Gap between HOMO and LUMO   9.75 eV
SMILES string   C=C(C)C(=C)C(C)(C)C=O
LUMO level   0.8130 eV

The geometry in ORCA input format:
```
! wB97M-V def2-TZVPD RIJCOSX def2/J DEFGRID3
* xyz 0 1
C -0.5396 0.1441 -0.1290
C 1.9081 -0.1024 0.2618
C -1.7789 0.4385 0.3593
C 0.5448 -0.1627 0.8707
C -0.3345 0.1332 -1.5840
C 0.5470 0.6383 2.1553
C 0.1647 -1.6074 1.3723
C -0.9505 1.2541 -2.2937
C 0.3707 -0.7947 -2.2009
O 2.8149 -0.8639 0.3628
H -2.5277 0.6350 -0.3307
H -2.0852 0.2446 1.3122
H 1.4825 0.7029 2.6421
H 0.0044 0.2189 3.0081
H 0.2680 1.6100 1.7171
H 0.2412 -2.3771 0.6075
H -0.8652 -1.4954 1.7587
H 0.9816 -1.8567 2.0868
H -1.0882 1.1609 -3.4129
H -0.4905 2.1499 -1.8437
H -2.0009 1.2569 -1.8817
H 0.6726 -1.7051 -1.6589
H 2.1116 0.9809 0.0733
H 0.5491 -0.6027 -3.2525
*
```

The following is a DFT calculation (ωB97M-V/def2-TZVPD) of a 2-piece molecular cluster, C9H14O overall at a distorted geometry.

## Properties
Maximum force   4.70 eV/Å
HOMO energy   -8.028 eV
E_tot   -11605.7208 eV
Gap between HOMO and LUMO   8.78 eV
SMILES string   Cc1ccc(O)cc1.CC
LUMO level   0.7518 eV

The geometry in ORCA input format:
```
! wB97M-V def2-TZVPD RIJCOSX def2/J DEFGRID3
* xyz 0 1
C 0.3094 1.9347 -0.6245
C -0.0908 0.1499 1.0785
C 0.5274 1.3235 0.7583
C -0.2851 -0.2748 2.4329
C 1.3728 1.9777 1.6995
C 0.5483 0.3799 3.4075
C 1.4054 1.4778 2.9679
O 0.5746 -0.0776 4.6377
H -0.7154 -0.5353 0.4055
H -0.6640 -1.3087 2.5265
H -0.7012 1.8831 -0.8819
H 0.8027 1.3812 -1.4160
H 2.1585 2.6091 1.4016
H 1.9429 2.0140 3.6899
H -0.2285 -0.6829 4.8824
H 0.6257 3.0249 -0.7133
C -0.4600 -1.7350 -2.7668
C -1.3632 -2.0697 -3.9042
H 0.4975 -1.5662 -3.0231
H -0.7940 -0.9705 -2.0671
H -0.4014 -2.6638 -2.0630
H -1.3491 -1.2628 -4.7066
H -2.4131 -1.9051 -3.5086
H -1.2995 -3.1035 -4.2132
*
```

The following is a DFT calculation (ωB97M-V/def2-TZVPD) of a 2-piece molecular cluster, C9H14O overall at a distorted geometry.

## Properties
Maximum force   5.44 eV/Å
HOMO energy   -8.393 eV
E_tot   -11604.7556 eV
Gap between HOMO and LUMO   9.19 eV
SMILES string   Cc1ccc(O)cc1.CC
LUMO level   0.7991 eV

The geometry in ORCA input format:
```
! wB97M-V def2-TZVPD RIJCOSX def2/J DEFGRID3
* xyz 0 1
C 3.5784 -1.6737 0.0240
C 3.2470 -2.1909 1.4195
H 3.3088 -2.4171 -0.5764
H 2.7387 -0.9377 -0.0514
H 4.4489 -0.9997 -0.2341
H 3.2134 -1.2870 2.0865
H 4.1313 -2.7898 1.6933
H 2.3946 -2.8537 1.6487
C 1.4708 0.4788 -1.5025
C -1.4563 1.7845 0.5748
C -0.2417 1.7348 -0.1447
C -2.1986 0.6161 0.4594
C 0.0113 0.5988 -1.0252
C -2.1432 -0.4482 -0.4528
C -0.9431 -0.3918 -1.2601
O -3.2500 0.6221 1.3759
H -1.6622 2.5477 1.2864
H 0.5112 2.4288 0.1454
H -3.0693 -0.3423 1.6769
H -2.6092 -1.3743 -0.3547
H 1.5379 -0.4192 -2.1332
H 2.0845 0.1607 -0.6498
H -0.9073 -1.0621 -2.0504
H 1.9316 1.3184 -2.0494
*
```

The following is a DFT calculation (ωB97M-V/def2-TZVPD) of a 2-piece molecular cluster, C9H14O2SSi overall at a distorted geometry.

## Properties
Maximum force   3.20 eV/Å
HOMO energy (alpha / beta)   -6.272 / -5.573 eV
E_tot   -32361.0525 eV
Gap between HOMO and LUMO (alpha / beta)   4.06 / 2.94 eV
LUMO level (alpha / beta)   -2.2164 / -2.6371 eV

The geometry in ORCA input format:
```
! wB97M-V def2-TZVPD RIJCOSX def2/J DEFGRID3
* xyz 0 1
C 3.6459 -1.9313 -0.4144
C 2.4916 -2.5525 0.0765
C 3.6395 -0.5531 -0.4873
C 1.4766 -1.7600 0.4816
C 2.7343 0.2695 0.1022
C 1.5656 -0.3206 0.5449
C -2.4230 -0.7044 -1.7445
C -3.8559 1.1235 0.7286
C -1.7209 0.1122 0.4548
O -1.3901 -0.5393 -0.8046
O -2.4721 1.3375 0.5155
Si 0.1122 0.6593 0.9925
S 1.7283 4.4001 0.3716
H 4.4418 -2.5287 -0.8089
H 2.1513 -3.5219 0.1637
H 4.4960 -0.0716 -0.9358
H 0.6501 -2.3391 0.6985
H 2.9697 1.3140 0.0992
H -2.0351 -1.4513 -2.4261
H -2.5643 0.1892 -2.3760
H -3.5095 -1.1022 -1.3113
H -4.1024 0.6236 1.7295
H -4.2556 0.5879 -0.0528
H -4.1597 2.1399 0.6876
H -2.2343 -0.5338 1.2748
H 0.0390 2.1381 1.3246
H 2.5808 5.0153 1.1156
*
```

The following is a DFT calculation (ωB97M-V/def2-TZVPD) of a 2-piece molecular cluster, C9H14OS overall at a distorted geometry.

## Properties
Maximum force   2.43 eV/Å
HOMO energy   -8.345 eV
E_tot   -22441.8487 eV
Gap between HOMO and LUMO   9.11 eV
SMILES string   Cc1ccc(O)cc1.CSC
LUMO level   0.7640 eV

The geometry in ORCA input format:
```
! wB97M-V def2-TZVPD RIJCOSX def2/J DEFGRID3
* xyz 0 1
C 1.3784 0.6748 -1.5630
C -2.0106 -0.9222 -2.1813
C -2.6588 -0.5882 -0.9891
C -0.6956 -0.5556 -2.3212
C -0.0879 0.3603 -1.4321
C -2.0585 0.2622 -0.0903
C -0.7835 0.8277 -0.3430
O -3.8680 -1.1946 -0.7320
H -2.4777 -1.5389 -2.9240
H 0.0056 -0.6880 -3.1584
H -2.7041 0.7399 0.6205
H -4.1441 -0.9056 0.1469
H 1.7985 0.2443 -2.4866
H 1.9701 0.0161 -0.8852
H -0.4080 1.4901 0.4351
H 1.5813 1.7414 -1.5545
C 1.1053 -1.2907 1.8688
C 2.2814 1.2670 2.4636
S 2.7006 -0.4693 2.1624
H 1.4815 -2.3103 1.8943
H 0.3297 -0.9277 2.5282
H 0.6700 -1.1035 0.8911
H 2.8917 1.5756 3.3059
H 1.2385 1.3564 2.7220
H 2.4642 1.9388 1.6220
*
```

The following is a DFT calculation (ωB97M-V/def2-TZVPD) of a 2-piece molecular cluster, C9H14S overall at a distorted geometry.

## Properties
Maximum force   3.44 eV/Å
HOMO energy   -8.878 eV
E_tot   -20394.0261 eV
Gap between HOMO and LUMO   9.71 eV
SMILES string   Cc1ccccc1.CCS
LUMO level   0.8313 eV

The geometry in ORCA input format:
```
! wB97M-V def2-TZVPD RIJCOSX def2/J DEFGRID3
* xyz 0 1
C -1.0494 -3.3364 0.3711
C -1.6458 -0.9195 0.8559
C -0.7500 -1.9705 0.9713
C -1.2357 0.4153 1.2795
C -0.0873 0.5764 2.0312
C 0.4377 -1.8110 1.7421
C 0.7825 -0.5431 2.1530
H -2.5177 -1.1504 0.2688
H -1.9031 1.1938 1.0471
H -1.5216 -3.1671 -0.6153
H -1.9294 -3.9221 0.8147
H 0.2583 1.4700 2.4761
H 1.0089 -2.7466 2.0630
H 1.8128 -0.3760 2.5685
H -0.1303 -3.9014 0.2681
C 0.7957 1.1269 -1.6308
C 2.1454 0.6116 -2.1336
S 0.0240 2.6495 -1.8949
H 0.0948 0.2875 -1.8155
H 0.9021 1.1810 -0.5162
H 2.1024 -0.5751 -2.1604
H -0.2596 2.6704 -3.2114
H 3.0576 0.8671 -1.5202
H 2.2810 0.8791 -3.1872
*
```

The following is a DFT calculation (ωB97M-V/def2-TZVPD) of a 2-piece molecular cluster, C9H15BClN3O7S overall at a distorted geometry.

## Properties
Maximum force   3.01 eV/Å
HOMO energy   -5.898 eV
E_tot   -52407.0840 eV
Gap between HOMO and LUMO   3.11 eV
LUMO level   -2.7855 eV

The geometry in ORCA input format:
```
! wB97M-V def2-TZVPD RIJCOSX def2/J DEFGRID3
* xyz 0 1
C 2.4163 -3.4820 -0.0550
B 2.7796 -2.3224 -1.0426
O 3.3979 -2.4990 -2.2364
C 2.3521 -0.8409 -0.6144
C 1.2413 -0.2224 -1.2067
N 0.7897 0.9670 -0.8772
N 1.4236 1.6038 0.0752
C 0.7974 2.8956 0.4630
C 0.0465 2.7141 1.7876
C -0.8377 1.4689 1.8785
C -2.2609 1.5840 1.2877
S -2.6300 0.1958 0.2455
O -4.0205 0.2651 -0.0491
O -2.1859 -0.9824 0.9189
O -1.7780 0.3424 -1.0678
C 2.5070 1.1669 0.6969
C 3.0008 -0.0912 0.3560
Cl 4.3951 -0.6890 1.1482
H 2.8091 -4.4434 -0.3634
H 2.8117 -3.2007 0.9208
H 1.3358 -3.5242 0.0902
H 3.0584 -3.3000 -2.6534
H 0.6972 -0.7500 -1.9758
H 0.1440 3.1792 -0.3493
H 1.6093 3.6026 0.5902
H 0.7782 2.6481 2.5932
H -0.5252 3.6139 1.9970
H -0.9730 1.2748 2.9378
H -0.3582 0.5799 1.4796
H -2.4325 2.5155 0.7533
H -2.9942 1.5539 2.0840
H -2.3098 0.8207 -1.7261
H 2.9919 1.7533 1.4591
N -4.5258 -2.1026 -2.3836
O -3.5860 -1.5714 -3.0376
O -5.6663 -1.6134 -2.4357
O -4.2993 -3.1107 -1.6885
*
```